A structure of composition C12H16Cl3N4OSTi. Source: the OMol25 dataset; level of theory: the ωB97M-V functional and the def2-TZVPD basis.

**LUMO level (spin up / spin down)**: 0.3 / 0.3 eV
**Orbital gap (spin up / spin down)**: 7.5 / 7.7 eV
**Expectation value of S²**: 0.758
**HOMO (spin up / spin down)**: -7.3 / -7.5 eV
**Multiplicity**: 2
**Relative energy (zero: lowest compared OMol25 entry of this formula, charge and spin)**: 0.3 kcal/mol

CARTESIAN COORDINATES (ANGSTROEM)
Ti1 -0.095 -0.328 -0.302
Cl1 6.249 -3.836 0.445
C1 4.647 -3.292 0.060
C2 4.219 -2.058 0.519
C3 2.939 -1.664 0.192
Cl2 2.303 -0.126 0.706
C4 2.049 -2.429 -0.579
O1 0.845 -1.995 -0.848
C5 2.541 -3.670 -1.013
Cl3 1.506 -4.676 -1.965
C6 3.820 -4.099 -0.703
H1 4.866 -1.427 1.111
H2 4.166 -5.059 -1.058
S1 -1.051 1.311 -1.614
C7 -4.151 -3.813 0.993
N1 -3.414 -2.750 0.328
C8 -4.193 -1.923 -0.575
C9 -2.220 -2.297 0.796
N2 -1.851 -1.041 0.704
N3 -1.391 -3.203 1.382
C10 -0.308 -2.745 2.235
C11 -1.212 -4.537 0.828
H3 -5.113 -3.427 1.337
H4 -3.598 -4.171 1.856
H5 -4.337 -4.649 0.316
H6 -4.833 -2.572 -1.172
H7 -3.536 -1.375 -1.250
H8 -4.831 -1.212 -0.039
H9 -2.624 -0.419 0.495
H10 -0.586 -1.812 2.718
H11 0.620 -2.598 1.674
H12 -0.127 -3.504 2.996
H13 -1.406 -5.305 1.580
H14 -0.186 -4.644 0.469
H15 -1.875 -4.687 -0.019
N4 0.318 2.851 0.329
C12 -0.012 1.741 -0.143
H16 -0.058 3.655 -0.174


A structure of composition C12H16ClN9Rh. Source: the OMol25 dataset; level of theory: the ωB97M-V functional and the def2-TZVPD basis.

**LUMO level**: 2.9 eV
**Orbital gap**: 7.8 eV
**HOMO**: -5.0 eV
**Charge**: -1
**Relative energy (zero: lowest compared OMol25 entry of this formula, charge and spin)**: 7.2 kcal/mol

CARTESIAN COORDINATES (ANGSTROEM)
Rh1 -0.283 -0.492 -0.538
C1 -0.835 0.683 1.255
C2 -1.418 -0.601 1.309
C3 -0.298 -1.569 1.334
C4 0.911 -0.852 1.282
C5 0.589 0.547 1.146
C6 1.550 1.691 1.012
C7 2.271 -1.466 1.387
C8 -0.456 -3.033 1.573
C9 -2.850 -0.973 1.503
C10 -1.525 2.003 1.326
H1 1.490 2.362 1.874
H2 1.325 2.277 0.120
H3 2.576 1.338 0.923
H4 2.334 -2.058 2.304
H5 3.050 -0.707 1.417
H6 2.479 -2.101 0.529
H7 -0.464 -3.241 2.648
H8 0.357 -3.596 1.116
H9 -1.383 -3.394 1.134
H10 -3.013 -1.404 2.494
H11 -3.152 -1.704 0.753
H12 -3.500 -0.105 1.394
H13 -1.103 2.576 2.158
H14 -2.595 1.888 1.486
H15 -1.395 2.578 0.413
N1 0.841 1.492 -3.315
C11 1.677 0.526 -2.821
N2 2.873 0.270 -3.312
N3 3.326 -0.759 -2.564
N4 2.453 -1.096 -1.682
N5 1.380 -0.275 -1.805
C12 -0.402 1.727 -2.805
N6 -1.252 2.601 -3.307
N7 -2.362 2.461 -2.549
N8 -2.189 1.560 -1.651
N9 -0.916 1.086 -1.762
H16 1.155 2.049 -4.088
Cl1 -1.244 -2.292 -1.690


A cluster of 2 separate species, C12H16F3N3O3 in total. Source: the OMol25 dataset; level of theory: the ωB97M-V functional and the def2-TZVPD basis.

**LUMO level**: 0.3 eV
**Orbital gap**: 10.4 eV
**HOMO**: -10.1 eV
**Relative energy (zero: lowest compared OMol25 entry of this formula, charge and spin)**: 98.9 kcal/mol
**SMILES string**: N#C[C@H](F)[C@@](F)(C#N)CCCCCN.O=C1OC[C@@H](F)O1

CARTESIAN COORDINATES (ANGSTROEM)
N1 -2.007 1.568 1.757
C1 -1.282 1.047 1.015
C2 -0.427 0.268 0.128
F1 -1.130 0.038 -1.037
C3 -0.109 -1.076 0.764
F2 -1.336 -1.687 0.983
C4 0.600 -1.909 -0.202
N2 1.208 -2.567 -0.950
C5 0.615 -0.998 2.090
C6 2.123 -0.708 2.019
C7 2.552 0.553 2.753
C8 2.227 1.871 2.039
C9 3.453 2.472 1.395
N3 4.016 1.518 0.398
H1 0.460 0.821 -0.148
H2 0.471 -1.976 2.528
H3 0.104 -0.308 2.746
H4 2.503 -0.673 1.006
H5 2.639 -1.533 2.491
H6 3.628 0.504 2.861
H7 2.140 0.570 3.754
H8 1.852 2.583 2.767
H9 1.448 1.769 1.293
H10 4.200 2.714 2.139
H11 3.195 3.402 0.894
H12 4.965 1.810 0.209
H13 3.510 1.675 -0.462
C10 -3.492 -1.677 -2.994
C11 -3.808 -0.287 -3.492
O1 -4.802 -0.532 -4.471
C12 -5.443 -1.689 -4.133
O2 -6.465 -2.053 -4.595
O3 -4.743 -2.350 -3.179
F3 -2.737 0.307 -4.077
H14 -2.726 -2.154 -3.605
H15 -3.189 -1.699 -1.950
H16 -4.211 0.385 -2.732


A structure of composition C12H16F9NiO7. Source: the OMol25 dataset; level of theory: the ωB97M-V functional and the def2-TZVPD basis.

**LUMO level (spin up / spin down)**: 0.3 / -1.9 eV
**Orbital gap (spin up / spin down)**: 8.7 / 8.7 eV
**Expectation value of S²**: 3.755
**HOMO (spin up / spin down)**: -8.4 / -10.6 eV
**Multiplicity**: 4
**Relative energy (zero: lowest compared OMol25 entry of this formula, charge and spin)**: 24.1 kcal/mol

CARTESIAN COORDINATES (ANGSTROEM)
Ni1 -0.572 2.258 -2.935
O1 -0.504 1.115 -1.332
H1 -0.561 0.280 -0.828
C1 2.229 1.134 2.642
C2 1.919 0.940 1.160
O2 2.120 2.079 0.330
C3 3.358 2.583 0.046
O3 4.410 2.153 0.520
C4 3.379 3.710 -1.006
F1 4.149 4.745 -0.756
F2 3.808 3.125 -2.122
F3 2.141 4.135 -1.261
H2 1.805 2.118 2.845
H3 3.256 1.184 3.003
H4 1.727 0.312 3.151
H5 0.856 0.725 1.051
H6 2.455 0.072 0.776
C5 -4.069 0.551 -1.335
C6 -4.821 1.829 -0.774
O4 -3.833 2.555 -0.039
C7 -3.441 2.221 1.219
O5 -4.093 1.450 1.977
C8 -2.162 2.935 1.698
F4 -1.375 3.209 0.667
F5 -2.463 4.104 2.273
F6 -1.532 2.252 2.717
H7 -3.451 0.113 -0.552
H8 -3.414 0.864 -2.148
H9 -4.827 -0.070 -1.812
H10 -5.691 1.635 -0.146
H11 -5.119 2.429 -1.634
C9 0.776 -2.006 0.363
C10 1.695 -3.204 0.194
O6 1.393 -4.064 -0.899
C11 1.147 -5.472 -0.715
O7 1.233 -6.070 0.362
C12 0.672 -6.317 -1.970
F7 0.048 -5.597 -2.880
F8 1.763 -6.825 -2.522
F9 -0.001 -7.345 -1.602
H12 -0.259 -2.343 0.298
H13 0.715 -1.297 -0.463
H14 0.811 -1.434 1.290
H15 1.577 -3.833 1.076
H16 2.745 -2.938 0.075


A cluster of 2 separate species, C12H16N2 in total. Source: the OMol25 dataset; level of theory: the ωB97M-V functional and the def2-TZVPD basis.

**LUMO level**: 0.7 eV
**Orbital gap**: 9.0 eV
**HOMO**: -8.3 eV
**Relative energy (zero: lowest compared OMol25 entry of this formula, charge and spin)**: 97.2 kcal/mol
**SMILES string**: CCc1c[nH]cn1.Cc1ccccc1

CARTESIAN COORDINATES (ANGSTROEM)
C1 -1.136 3.882 1.413
C2 1.468 3.203 -1.029
C3 0.722 2.421 -1.953
C4 0.855 3.542 0.144
C5 -0.525 3.222 0.259
C6 -0.512 1.995 -1.714
C7 -1.210 2.531 -0.631
H1 2.382 3.596 -1.360
H2 0.998 2.345 -3.052
H3 1.244 3.759 1.080
H4 -0.928 0.946 -1.979
H5 -2.204 4.200 1.122
H6 -0.648 4.857 1.525
H7 -2.137 2.205 -0.511
H8 -1.245 3.197 2.300
C8 -0.162 -4.394 0.859
C9 -0.786 -3.865 2.151
C10 0.398 -3.241 -0.078
C11 -0.205 -2.121 -0.563
C12 1.861 -2.191 -1.313
N1 1.630 -3.449 -0.746
N2 0.795 -1.376 -1.102
H9 0.691 -5.072 1.024
H10 -1.008 -4.936 0.122
H11 -0.817 -4.561 2.834
H12 -1.202 -1.769 -0.467
H13 2.856 -1.974 -1.932
H14 0.893 -0.340 -1.091
H15 -1.785 -3.518 2.008
H16 -0.286 -3.094 2.682


A cluster of 2 separate species, C12H16N2 in total. Source: the OMol25 dataset; level of theory: the ωB97M-V functional and the def2-TZVPD basis.

**LUMO level**: 0.9 eV
**Orbital gap**: 9.5 eV
**HOMO**: -8.7 eV
**Relative energy (zero: lowest compared OMol25 entry of this formula, charge and spin)**: 18.0 kcal/mol
**SMILES string**: CCc1c[nH]cn1.Cc1ccccc1

CARTESIAN COORDINATES (ANGSTROEM)
C1 3.960 -3.245 -0.182
C2 1.313 -0.409 1.696
C3 1.588 -0.383 0.332
C4 1.951 -1.384 2.444
C5 2.296 -1.389 -0.298
C6 2.849 -2.279 1.856
C7 2.990 -2.315 0.480
H1 0.559 0.211 2.154
H2 1.165 0.412 -0.273
H3 1.652 -1.533 3.480
H4 2.338 -1.376 -1.383
H5 3.423 -2.925 2.499
H6 4.119 -4.171 0.388
H7 4.982 -2.873 -0.301
H8 3.571 -3.542 -1.144
C8 -1.612 2.747 -0.690
C9 -2.011 3.799 -1.717
C10 -2.483 1.559 -0.568
C11 -2.719 0.739 0.482
C12 -3.769 -0.003 -1.271
N1 -3.139 1.051 -1.678
N2 -3.524 -0.292 0.045
H9 -0.561 2.473 -0.879
H10 -1.442 3.215 0.291
H11 -3.056 3.682 -1.959
H12 -2.408 0.890 1.500
H13 -4.370 -0.626 -1.916
H14 -4.271 -0.631 0.634
H15 -1.502 3.784 -2.677
H16 -1.891 4.813 -1.343